No. 1
Entry from the Open Molecules 2025 dataset: a structure of composition C3H5O3 in a non-equilibrium geometry (ωB97M-V/def2-TZVPD).

XYZ file:
```
11
Properties=species:S:1:pos:R:3:forces:R:3
C 3.0290 0.7411 0.2454 0.0 0.4 0.1
C 1.6952 0.3596 0.2417 0.3 -2.2 0.4
O 0.7278 0.7435 -0.4886 0.1 2.3 -0.3
H 3.7809 -0.0327 0.1025 -0.2 -0.2 1.3
H 3.3928 1.7104 0.5586 -0.2 0.5 -1.2
H 1.4514 -0.5019 0.9272 0.0 -0.2 -1.0
H -0.4243 0.5945 -0.6056 -0.1 -0.7 0.7
O -1.6110 0.2804 -0.7080 -0.2 0.0 0.1
C -1.7932 -0.9038 -0.1954 0.9 0.9 -0.3
O -2.0603 -1.1606 0.9592 -0.4 -0.3 0.1
H -1.5567 -1.6880 -0.9377 -0.3 -0.5 0.1
```
Positions in Å, forces in eV/Å.

Values from the calculation:
**Relative energy (zero: lowest compared OMol25 entry of this formula, charge and spin)**: 216.8 kJ/mol
**Total charge**: -1

No. 2
Entry from the Open Molecules 2025 dataset: the ion C3H5O3 with charge -1 in a non-equilibrium geometry (ωB97M-V/def2-TZVPD).

XYZ file:
```
11
Properties=species:S:1:pos:R:3:forces:R:3
C 0.7751 -0.8341 -0.7421 0.7 0.4 0.7
C -0.0341 -0.2424 0.5181 0.4 0.8 -3.1
O 0.7571 0.4099 1.4366 1.5 -1.6 0.6
C -1.2184 0.9800 -0.0782 3.8 -0.5 3.4
O -1.9708 0.6130 -0.9343 -1.4 -0.1 -1.4
O -0.9781 2.0521 0.5700 -1.0 -1.0 -1.1
H 1.6612 -0.2236 -1.1052 -1.5 -0.1 0.2
H 1.2151 -1.8588 -0.7226 -0.3 0.4 1.0
H -0.0298 -0.9814 -1.4326 -0.2 0.5 -1.2
H -0.4571 -1.1238 0.9309 -1.1 -0.7 0.7
H 0.2798 1.2090 1.5593 -0.9 2.1 0.1
```
Positions in Å, forces in eV/Å.

Values from the calculation:
**Relative energy (zero: lowest compared OMol25 entry of this formula, charge and spin)**: 48.0 kJ/mol
**SMILES**: C[C@@H](O)C(=O)[O-]
**Total charge**: -1

No. 3
Entry from the Open Molecules 2025 dataset: the ion C3H5O3 with charge +1 in a non-equilibrium geometry (ωB97M-V/def2-TZVPD).

XYZ file:
```
11
Properties=species:S:1:pos:R:3:forces:R:3
C 1.4078 -1.0485 -0.4279 0.5 3.5 0.7
C 0.7443 0.2789 -0.6108 -1.4 -0.4 2.2
C -0.3219 0.4978 0.4499 -2.8 -2.0 2.1
O 1.7953 1.1689 -0.3043 0.6 0.2 -1.6
O 2.7311 0.4345 0.4266 0.8 0.6 1.0
O 2.4783 -0.9294 0.1783 0.4 -0.5 -0.2
H 1.1327 -1.9996 -0.6169 -1.2 -3.2 -0.9
H 0.2361 0.3867 -1.5322 0.4 0.5 -1.6
H -0.1944 0.0332 1.4358 0.8 -0.8 -0.3
H -1.4214 0.2787 0.3116 1.3 -0.2 -1.0
H -0.3730 1.4642 0.8525 0.6 2.1 -0.5
```
Positions in Å, forces in eV/Å.

Values from the calculation:
**Relative energy (zero: lowest compared OMol25 entry of this formula, charge and spin)**: 602.1 kJ/mol
**Total charge**: +1